[1]
14
Properties=species:S:1:pos:R:3:forces:R:3 method="wB97M-V/def2-TZVPD" total_charge=0 homo_lumo_gap_ev="7.62 / 7.61" e_homo_ev="-8.453 / -8.452" lumo_ev="-0.837 / -0.841" e_above_lowest_kcal_mol=97.5
C -2.413 -0.013 -1.470 -3.2742 0.3030 -3.7423
C 2.076 -0.589 1.988 -1.6419 -4.4959 -0.1125
N -1.206 -0.540 -1.041 2.7378 0.6897 0.5091
N -0.214 0.252 -1.131 -2.5457 -0.1067 -0.9087
N 0.853 0.088 1.821 -0.8909 1.2645 -1.0391
P 0.724 0.893 0.498 -0.7956 1.1875 0.8073
H -2.796 0.741 -0.788 0.0673 0.1227 0.4699
H -3.251 -0.785 -1.630 1.5123 0.9046 0.5364
H -2.359 0.532 -2.523 0.2014 -0.8384 1.8639
H 2.808 -0.026 2.386 2.4196 2.1238 1.9132
H 1.819 -1.453 2.672 0.9864 0.5947 -0.6169
H 2.521 -0.985 1.061 -0.2604 -0.1969 0.0727
H -0.461 1.194 -1.642 0.4182 -1.5695 0.7459
H 1.899 0.690 -0.201 1.0655 0.0170 -0.4991



[2]
14
Properties=species:S:1:pos:R:3:forces:R:3 method="wB97M-V/def2-TZVPD" total_charge=0 homo_lumo_gap_ev=9.33 e_homo_ev=-8.591 lumo_ev=0.739 e_above_lowest_kcal_mol=24.8 smiles="[H]/N=C/N.[H]/N=C/N"
N -1.818 -0.990 -1.597 -0.0105 -1.8093 -0.3331
C -1.605 0.316 -1.284 -0.7973 1.5311 -1.4332
N -0.707 1.098 -1.769 0.1599 -0.9541 -0.3634
H -1.150 -1.478 -2.186 0.2203 0.6666 0.1571
H -2.731 -1.470 -1.730 0.8722 1.3957 0.9228
H -2.339 0.844 -0.707 -1.0693 -0.6553 0.5510
H -1.017 2.057 -1.610 0.5837 -0.1957 0.5791
N 1.534 0.261 0.491 -1.5996 -0.2888 0.3964
C 1.047 -0.105 1.695 0.6000 -0.6225 2.2884
N 1.799 -0.605 2.609 0.5924 0.7503 0.4885
H 0.825 0.516 -0.174 0.5823 0.2708 -0.7272
H 2.524 0.318 0.363 0.0597 -0.0644 -0.2181
H -0.008 0.014 1.982 -0.0026 0.5143 -1.0864
H 1.420 -0.531 3.573 -0.1915 -0.5386 -1.2219